*one*
The following is a quantum chemistry calculation of a molecular structure, C3H7NO, from the Open Molecules 2025 dataset.

Total charge   0
2S+1   1
LUMO   0.93 eV

Geometry (Å):
O1 0.738 -0.401 -0.211
N1 -0.510 1.385 0.827
C1 -0.301 0.347 0.145
C2 -1.649 -0.451 -0.552
C3 1.999 -0.007 0.299
H1 2.236 1.016 -0.001
H2 -1.625 -1.458 -0.145
H3 2.011 -0.078 1.390
H4 2.707 -0.711 -0.138
H5 -1.462 0.835 0.407
H6 -1.451 -0.420 -1.619
H7 -2.692 -0.057 -0.402

***

*two*
The following is a quantum chemistry calculation of a single C3H7NO molecule, from the Open Molecules 2025 dataset.

Total charge   0
2S+1   1
SMILES   CC(C)=NO
LUMO   1.04 eV

Geometry (Å):
O1 -0.363 2.214 -0.188
N1 0.577 1.177 -0.359
C1 -1.316 -0.359 0.033
C2 1.241 -0.963 0.195
C3 0.136 0.003 -0.143
H1 -1.701 -0.152 1.044
H2 0.942 -1.489 1.112
H3 2.120 -0.355 0.440
H4 -1.919 0.213 -0.679
H5 0.265 2.759 0.311
H6 1.456 -1.669 -0.607
H7 -1.416 -1.428 -0.175

***

What should be chosen as the most stable of them? Choose *two*.

***

*one*
The following is a quantum chemistry calculation of a single C3H7NO molecule, from the Open Molecules 2025 dataset.

Total charge   0
2S+1   1
SMILES   CCC(N)=O
LUMO   0.84 eV

Geometry (Å):
O1 -0.872 0.643 -2.003
N1 0.532 1.670 -0.491
C1 0.252 -1.337 0.562
C2 -0.388 0.716 -0.843
C3 -0.758 -0.205 0.415
H1 0.816 2.261 -1.281
H2 -1.721 -0.561 0.159
H3 1.357 1.560 0.183
H4 0.122 -2.188 -0.234
H5 1.336 -1.152 0.653
H6 0.122 -1.801 1.532
H7 -0.798 0.395 1.348

***

*two*
The following is a quantum chemistry calculation of a single C3H7NO molecule, from the Open Molecules 2025 dataset.

Total charge   0
2S+1   1
SMILES   NOC1CC1
LUMO   1.12 eV

Geometry (Å):
O1 0.162 0.458 1.489
N1 0.292 -0.829 2.041
C1 -0.562 -0.366 -1.040
C2 0.474 0.478 0.116
C3 -0.272 1.160 -0.995
H1 1.480 0.238 -0.104
H2 -1.359 -0.808 -0.550
H3 -1.153 1.849 -0.793
H4 0.266 1.496 -1.799
H5 -0.448 -1.361 1.459
H6 1.152 -1.262 1.814
H7 -0.030 -1.053 -1.638

***

*three*
The following is a quantum chemistry calculation of 2 unconnected molecules or ions with the total composition C3H7NO, from the Open Molecules 2025 dataset.

Total charge   0
2S+1   1
SMILES   C=CN=C.O
LUMO   -0.02 eV

Geometry (Å):
O1 1.299 -1.502 2.316
N1 -0.497 -0.331 -0.316
C1 0.355 1.634 -1.527
C2 0.427 0.768 -0.404
C3 -1.716 -0.166 -0.606
H1 -2.179 0.204 -1.506
H2 0.938 1.072 0.452
H3 0.160 1.224 -2.505
H4 -2.511 -0.767 -0.124
H5 0.752 -2.311 2.521
H6 0.853 -1.158 1.486
H7 0.686 2.657 -1.417

***

*four*
The following is a quantum chemistry calculation of a single C3H7NO molecule, from the Open Molecules 2025 dataset.

Total charge   0
2S+1   1
SMILES   C=NOCC
LUMO   1.05 eV

Geometry (Å):
O1 -0.487 0.207 -1.313
N1 -0.362 -1.132 -1.412
C1 0.210 0.932 -0.278
C2 -0.533 0.942 1.048
C3 0.341 -1.853 -0.649
H1 1.261 0.520 -0.160
H2 -1.544 1.235 0.841
H3 -0.144 1.677 1.775
H4 0.330 1.913 -0.741
H5 -0.507 -0.050 1.553
H6 0.945 -1.476 0.220
H7 0.491 -2.915 -0.884

***

What should be chosen as the most stable of them? Choose *one*.